Entry 1:
CH6NO | ωB97M-V/def2-TZVPD

Summary:
HOMO level = -2.4 eV
net charge = -1

Geometry (Å):
1 O 1.86 -1.07 0.56
2 H 2.27 -0.91 -0.30
3 C -0.67 0.68 0.38
4 N -0.90 -0.26 -0.75
5 H -0.01 0.19 1.10
6 H -0.23 1.59 0.01
7 H -1.63 0.87 0.89
8 H -0.44 -1.12 -0.43
9 H -0.25 0.03 -1.47

How is the electron density shared among the atoms? According to natural (NBO), the charges in e are: atom 1 (O): -1.37, atom 2 (H): 0.39, atom 3 (C): -0.43, atom 4 (N): -0.87, atom 5 (H): 0.25, atom 6 (H): 0.17, atom 7 (H): 0.14, atom 8 (H): 0.39, atom 9 (H): 0.34

Entry 2:
CH6NO | ωB97M-V/def2-TZVPD

Summary:
HOMO level (alpha / beta) = -13.9 / -15.0 eV
net charge = +1

Geometry (Å):
1 C 0.01 0.11 -0.62
2 N -0.38 0.01 0.79
3 O -0.89 -0.50 -1.39
4 H 0.47 1.04 -0.93
5 H 2.06 -1.14 -0.43
6 H -0.60 -0.98 0.99
7 H 0.38 0.32 1.41
8 H -1.24 0.56 1.00
9 H -0.81 -0.29 -2.34

How is the electron density shared among the atoms? According to natural (NBO), the charges in e are: atom 1 (C): 0.26, atom 2 (N): -0.73, atom 3 (O): -0.65, atom 4 (H): 0.21, atom 5 (H): -0.01, atom 6 (H): 0.47, atom 7 (H): 0.47, atom 8 (H): 0.45, atom 9 (H): 0.54

Respective energy relative to the best compared isomer or geometry (same formula, charge and spin) values: 6.5; 98.8 kcal per mole.